Here is C4H8N2O as an isolated structure from the OMol25 dataset. Energies are from ωB97M-V with the def2-TZVPD basis set.

Properties
- F_max (eV/A) = 1.5
- energy relative to the best compared isomer or geometry (same formula, charge and spin) (kJ/mol) = 484.7
- Kohn-Sham gap (eV) = 10.1
- molar mass (g/mol) = 100.12
- HOMO (eV) = -9.160
- calculated total energy (eV) = -9301.3700

Each line ends with the Löwdin charge.
Cartesian coordinates (Å):
O -2.493 -1.374 -0.181  0.028
N -0.920 0.313 -0.563  0.096
N 0.897 -0.675 0.673  -0.073
C 0.952 0.729 1.120  -0.058
C 0.912 0.281 -0.287  -0.177
C -1.376 -0.873 -0.107  -0.559
C -0.211 -1.588 0.534  -0.081
H -1.704 0.850 -0.968  0.120
H 0.093 1.371 1.277  0.103
H 1.639 0.301 -1.114  0.128
H 0.104 -2.363 -0.169  0.136
H -0.474 -2.029 1.483  0.126
H 0.677 2.262 -1.852  0.073
H 1.816 0.905 1.757  0.105
H 0.087 1.891 -1.602  0.031

Here is one molecule with the formula C4H8N2O from the OMol25 dataset. Energies are from ωB97M-V with the def2-TZVPD basis set.

Properties
- F_max (eV/A) = 5.5
- energy relative to the best compared isomer or geometry (same formula, charge and spin) (kJ/mol) = 652.8
- Kohn-Sham gap (alpha / beta) (eV) = 7.9 / 7.9
- molar mass (g/mol) = 100.12
- HOMO (alpha / beta) (eV) = -8.908 / -8.909
- calculated total energy (eV) = -9299.6271
- SMILES string = CNC/C=C\N=O

Each line ends with the Löwdin charge.
Cartesian coordinates (Å):
O -0.055 2.184 -3.067  -0.008
N -0.354 -1.139 1.128  -0.171
N 0.427 2.733 -2.123  -0.110
C 0.486 2.090 -0.880  -0.114
C 0.340 -2.278 0.608  -0.121
C 0.029 1.049 0.056  0.021
C -0.934 -0.169 0.231  -0.254
H -1.192 -0.555 -0.763  0.111
H -0.084 -3.007 1.239  0.058
H 1.404 -2.195 0.769  0.079
H 0.038 -2.493 -0.404  0.082
H 0.999 2.868 -0.358  0.060
H 0.566 1.119 1.071  0.103
H -1.893 0.288 0.724  0.145
H 0.222 -0.496 1.768  0.120

Here is a 2-piece molecular cluster, C4H8N2O overall from the OMol25 dataset. Energies are from ωB97M-V with the def2-TZVPD basis set.

Properties
- F_max (eV/A) = 0.6
- energy relative to the best compared isomer or geometry (same formula, charge and spin) (kJ/mol) = 294.1
- Kohn-Sham gap (eV) = 8.9
- molar mass (g/mol) = 100.12
- HOMO (eV) = -7.980
- calculated total energy (eV) = -9303.3452
- SMILES string = N=C=CN.CC=O

Each line ends with the Löwdin charge.
Cartesian coordinates (Å):
O -0.468 -0.428 -1.843  0.017
N 0.509 1.924 0.429  0.117
N 2.463 -0.850 1.519  0.007
C -1.576 -0.688 -1.431  -0.305
C 1.113 0.843 0.399  -0.199
C -2.298 0.072 -0.355  -0.055
C 1.614 -0.369 0.484  -0.218
H -2.671 -0.625 0.405  0.083
H -2.138 -1.543 -1.864  0.115
H -3.175 0.560 -0.801  0.084
H 1.335 -1.073 -0.294  0.094
H 2.613 -0.161 2.247  0.073
H 0.961 2.641 -0.143  0.069
H -1.648 0.826 0.096  0.048
H 3.366 -1.129 1.152  0.070

Here is a 2-piece molecular cluster, C4H8N2O overall from the OMol25 dataset. Energies are from ωB97M-V with the def2-TZVPD basis set.

Properties
- F_max (eV/A) = 1.2
- energy relative to the best compared isomer or geometry (same formula, charge and spin) (kJ/mol) = 246.3
- Kohn-Sham gap (eV) = 10.7
- molar mass (g/mol) = 100.12
- HOMO (eV) = -9.885
- calculated total energy (eV) = -9303.8402

Each line ends with the Löwdin charge.
Cartesian coordinates (Å):
O 1.320 0.258 -1.025  0.037
N -1.570 -0.421 0.895  0.002
N 2.739 -1.362 0.755  0.044
C -0.790 -0.700 -0.331  -0.228
C -0.475 1.809 -0.632  -0.023
C 0.175 0.440 -0.660  -0.440
C 1.922 -1.861 1.431  -0.070
H -0.611 2.145 0.404  0.086
H 3.207 -0.843 0.036  0.067
H -0.246 -1.658 -0.367  0.096
H 0.161 2.497 -1.191  0.083
H -2.025 -1.284 1.187  0.071
H -1.503 -0.709 -1.168  0.120
H -0.971 -0.180 1.685  0.067
H -1.479 1.749 -1.075  0.088

Here is one molecule with the formula C4H8N2O from the OMol25 dataset. Energies are from ωB97M-V with the def2-TZVPD basis set.

Properties
- F_max (eV/A) = 2.0
- energy relative to the best compared isomer or geometry (same formula, charge and spin) (kJ/mol) = 535.6
- Kohn-Sham gap (eV) = 9.1
- molar mass (g/mol) = 100.12
- HOMO (eV) = -8.065
- calculated total energy (eV) = -9300.8417
- SMILES string = C[C@H]1NC/C1=N\O

Each line ends with the Löwdin charge.
Cartesian coordinates (Å):
O -1.951 -2.188 -0.086  -0.075
N 1.068 0.299 -0.699  -0.114
N -2.035 -0.780 -0.089  0.044
C 0.467 -0.990 -0.475  -0.150
C 0.801 1.482 1.049  -0.057
C -0.856 -0.314 -0.213  -0.229
C -0.105 1.050 -0.239  -0.194
H 0.731 0.665 1.775  0.074
H 1.914 1.571 0.888  0.088
H 1.577 0.587 -1.502  0.109
H -0.590 1.813 -0.903  0.141
H -2.867 -2.484 0.009  0.090
H 0.843 -1.522 0.415  0.123
H 0.463 2.424 1.425  0.036
H 0.540 -1.612 -1.356  0.115

Here is one molecule with the formula C4H8N2O from the OMol25 dataset. Energies are from ωB97M-V with the def2-TZVPD basis set.

Properties
- F_max (eV/A) = 5.9
- energy relative to the best compared isomer or geometry (same formula, charge and spin) (kJ/mol) = 472.0
- Kohn-Sham gap (alpha / beta) (eV) = 7.8 / 7.7
- molar mass (g/mol) = 100.12
- HOMO (alpha / beta) (eV) = -8.213 / -8.108
- calculated total energy (eV) = -9301.5010
- SMILES string = [H]/N=C(C)/C=C(\N)O

Each line ends with the Löwdin charge.
Cartesian coordinates (Å):
O 2.531 -0.819 0.104  -0.147
N -0.846 0.907 -1.037  0.141
N 1.637 1.603 0.351  0.085
C 0.448 -0.498 0.382  -0.058
C -0.837 -0.074 -0.220  -0.408
C 1.449 0.352 0.770  -0.200
C -2.034 -0.917 0.143  -0.046
H 1.058 1.983 -0.390  0.079
H 0.476 -1.516 0.736  0.110
H -1.785 1.136 -1.361  0.057
H 2.413 -0.834 -0.855  0.045
H 2.471 2.089 0.634  0.099
H -1.847 -1.958 -0.128  0.083
H -2.940 -0.569 -0.353  0.073
H -2.193 -0.887 1.223  0.086

Here is one molecule with the formula C4H8N2O from the OMol25 dataset. Energies are from ωB97M-V with the def2-TZVPD basis set.

Properties
- F_max (eV/A) = 1.7
- energy relative to the best compared isomer or geometry (same formula, charge and spin) (kJ/mol) = 336.3
- Kohn-Sham gap (eV) = 8.4
- molar mass (g/mol) = 100.12
- HOMO (eV) = -7.462
- calculated total energy (eV) = -9302.9079
- SMILES string = C[C@@H]1NOC=C1N

Each line ends with the Löwdin charge.
Cartesian coordinates (Å):
O 1.187 1.101 -1.613  -0.114
N -0.032 0.305 -1.799  0.039
N 0.471 0.456 1.875  0.096
C 0.483 0.595 0.509  -0.340
C -1.269 -1.147 -0.130  -0.060
C -0.648 0.218 -0.383  -0.299
C 1.466 1.034 -0.273  -0.115
H -2.015 -1.386 -0.894  0.080
H 1.393 0.463 2.302  0.100
H 0.341 -0.569 -2.169  0.108
H -0.118 -0.295 2.220  0.083
H -1.784 -1.165 0.838  0.075
H -0.516 -1.944 -0.123  0.086
H 2.459 1.341 0.004  0.119
H -1.418 0.995 -0.364  0.142

Here is one molecule with the formula C4H8N2O2 from the OMol25 dataset. Energies are from ωB97M-V with the def2-TZVPD basis set.

Properties
- F_max (eV/A) = 1.4
- energy relative to the best compared isomer or geometry (same formula, charge and spin) (kJ/mol) = 277.8
- Kohn-Sham gap (eV) = 9.9
- molar mass (g/mol) = 116.12
- HOMO (eV) = -9.187
- calculated total energy (eV) = -11351.2338
- SMILES string = CC(=O)/N=C\N(C)O

Each line ends with the Löwdin charge.
Cartesian coordinates (Å):
O 1.207 1.314 -0.556  0.004
O -1.095 1.345 0.527  0.015
N 0.788 -0.894 0.097  0.108
N -1.410 0.084 0.085  -0.197
C -0.505 -0.898 -0.076  -0.125
C -2.828 -0.061 -0.134  -0.024
C 2.996 -0.089 0.224  -0.025
C 1.565 0.208 -0.080  -0.518
H -0.971 -1.867 -0.261  0.133
H 3.398 -0.836 -0.483  0.090
H -0.273 1.574 -0.011  0.068
H -3.386 0.257 0.763  0.102
H 3.576 0.814 0.029  0.074
H -3.010 -1.128 -0.425  0.102
H -3.114 0.531 -1.005  0.094
H 3.064 -0.353 1.307  0.098